{"formula": "C32H39N9O4OsS", "method": "ωB97M-V with the def2-TZVPD basis set", "species": ["C", "C", "C", "H", "C", "N", "C", "H", "H", "H", "N", "H", "N", "C", "H", "H", "C", "C", "H", "H", "H", "H", "N", "S", "H", "H", "C", "H", "H", "C", "O", "C", "C", "N", "H", "N", "H", "H", "H", "C", "C", "H", "H", "H", "C", "H", "C", "N", "H", "H", "N", "H", "H", "H", "C", "C", "C", "H", "O", "C", "C", "C", "C", "H", "C", "H", "C", "H", "C", "H", "C", "C", "O", "C", "C", "H", "C", "H", "H", "O", "H", "H", "H", "C", "Os", "N"], "coordinates": [[0.159, -3.098, 3.992], [4.922, 1.503, 2.247], [0.196, -0.845, 3.064], [-1.600, 4.436, -1.346], [-1.097, -2.930, -0.478], [0.263, -0.436, -2.050], [-1.022, 1.841, -4.697], [-1.948, 2.553, 2.721], [1.168, -2.564, -5.000], [3.507, -2.488, -2.555], [-2.112, 3.072, 0.158], [-3.017, 2.637, -2.082], [-2.577, 1.130, 1.321], [-2.635, 1.716, 2.662], [0.287, -4.160, -2.833], [-0.873, 2.096, -5.737], [-3.230, 3.817, 0.737], [0.518, -2.625, 5.225], [-0.288, 3.331, -0.881], [-4.067, 3.152, 0.928], [-2.386, -2.583, -3.866], [5.691, 0.797, 1.967], [-0.400, -1.949, -3.750], [3.076, 0.384, 0.443], [-1.288, -2.635, -1.489], [0.040, -4.167, 3.859], [-3.074, -0.239, 1.224], [1.921, -4.210, -3.524], [-1.121, -4.624, 2.175], [-0.376, 0.594, -2.753], [2.813, -0.942, 0.949], [-0.185, 0.921, -4.099], [0.707, -1.244, 5.395], [-0.497, -2.068, 0.447], [-4.104, -0.261, 1.581], [1.438, -2.434, -2.475], [0.663, -3.304, 6.052], [0.714, 0.688, 4.459], [-2.128, -1.166, -2.829], [2.672, 2.374, 2.008], [-2.219, 2.161, -2.632], [4.384, 4.177, 4.269], [0.991, -0.861, 6.366], [-0.753, 4.640, 0.207], [-2.071, 2.420, -3.980], [-3.646, 2.020, 2.933], [3.664, 1.470, 1.681], [1.560, 1.099, 0.318], [-0.266, -3.610, -5.068], [-2.297, 0.950, 3.359], [-1.257, 0.988, -0.619], [1.695, -4.370, -1.780], [-3.534, 4.568, 0.009], [6.127, 2.559, 3.662], [2.729, -1.999, -1.968], [1.402, 2.116, 1.294], [-1.825, -1.652, -3.752], [2.135, 4.077, 3.199], [0.355, 2.684, 1.480], [-1.124, 3.915, -0.517], [-1.406, -4.084, 0.138], [0.082, -2.581, -4.971], [-2.006, 1.764, 0.309], [-1.883, -4.978, -0.223], [-0.468, -2.720, 1.631], [-2.471, -0.899, 1.848], [-0.019, -2.223, 2.901], [2.856, -2.264, -0.920], [2.910, 3.367, 2.944], [0.598, 0.442, -4.672], [4.165, 3.414, 3.534], [0.446, -1.591, -2.750], [3.832, 0.534, -0.758], [0.553, -0.377, 4.342], [5.156, 2.495, 3.191], [-0.296, -2.010, -5.822], [1.322, -3.873, -2.676], [-2.759, 3.096, -4.468], [-2.944, 4.326, 1.657], [0.088, 0.046, 2.101], [-2.085, -0.988, -4.579], [2.834, -0.928, -2.088], [-3.056, -0.584, 0.194], [-1.308, 1.304, -2.007], [0.067, -0.164, 0.066], [-0.991, -3.943, 1.444]], "forces_ev_per_angstrom": [[0.0, 0.0, 0.0], [0.0, 0.0, 0.0], [0.1, 0.0, 0.0], [0.0, 0.0, 0.0], [0.1, 0.0, 0.1], [0.0, -0.2, 0.2], [0.0, 0.0, 0.0], [0.0, 0.0, 0.0], [0.0, 0.0, 0.0], [0.0, 0.0, 0.0], [0.1, 0.0, 0.0], [0.0, 0.0, 0.0], [-0.2, 0.0, -0.1], [0.0, 0.0, 0.0], [0.0, 0.0, 0.0], [0.0, 0.0, 0.0], [0.0, 0.1, 0.0], [0.0, 0.0, 0.0], [0.0, 0.0, 0.0], [0.0, 0.0, 0.0], [0.0, 0.0, 0.0], [0.0, 0.0, 0.0], [-0.1, 0.0, 0.2], [0.0, 0.3, -0.1], [0.0, 0.0, 0.0], [0.0, 0.0, 0.0], [0.0, 0.0, 0.1], [0.0, 0.0, 0.0], [0.0, 0.0, 0.0], [-0.1, 0.2, -0.1], [-0.1, -0.2, 0.0], [-0.1, -0.1, 0.1], [0.0, 0.0, 0.0], [0.0, -0.2, 0.1], [0.0, 0.0, 0.0], [0.0, 0.0, 0.0], [0.0, 0.0, 0.0], [0.0, 0.0, 0.0], [0.0, 0.0, 0.0], [-0.1, 0.0, 0.0], [0.1, 0.0, -0.1], [0.0, 0.0, 0.0], [0.0, 0.0, 0.0], [0.0, 0.0, 0.0], [0.0, 0.0, 0.0], [0.0, 0.0, 0.0], [0.0, 0.0, 0.0], [0.2, 0.4, 0.2], [0.0, 0.0, 0.0], [0.0, 0.0, 0.0], [-0.5, 0.5, 0.3], [0.0, 0.0, 0.0], [0.0, 0.0, 0.0], [0.0, 0.0, 0.0], [0.1, 0.0, 0.0], [0.2, -0.1, 0.0], [0.0, 0.1, -0.1], [0.0, 0.0, 0.0], [0.0, 0.1, 0.0], [0.0, 0.0, 0.0], [0.0, 0.0, 0.0], [0.0, 0.0, -0.1], [0.1, -0.2, -0.2], [0.0, 0.0, 0.0], [-0.1, 0.1, 0.0], [0.0, 0.0, 0.0], [0.0, 0.0, -0.1], [0.0, 0.0, 0.0], [0.0, 0.0, 0.0], [0.0, 0.0, 0.0], [0.0, 0.0, 0.0], [0.0, 0.0, -0.2], [0.0, 0.0, 0.1], [0.0, 0.0, 0.0], [0.0, 0.0, 0.0], [0.0, 0.0, 0.0], [0.0, -0.1, 0.0], [0.0, 0.0, 0.0], [0.0, 0.0, 0.0], [-0.3, 0.0, -0.1], [0.0, 0.0, 0.0], [0.0, 0.0, 0.0], [0.0, 0.0, 0.0], [0.0, 0.0, 0.0], [0.4, -0.7, -0.5], [0.0, 0.0, 0.0]], "lowdin_charge": [-0.021, -0.004, -0.330, 0.105, -0.107, 0.006, -0.045, 0.096, 0.102, 0.114, -0.109, 0.119, -0.109, -0.002, 0.089, 0.121, 0.002, -0.061, 0.094, 0.103, 0.109, 0.133, -0.144, 0.671, 0.080, 0.113, -0.009, 0.104, 0.167, -0.253, -0.302, -0.009, -0.040, -0.066, 0.112, -0.112, 0.115, 0.125, 0.085, -0.132, -0.024, 0.121, 0.119, 0.111, -0.048, 0.105, -0.215, -0.226, 0.102, 0.102, -0.057, 0.106, 0.109, 0.123, -0.018, -0.457, -0.023, 0.130, 0.082, -0.011, -0.025, -0.022, -0.320, 0.135, -0.233, 0.081, -0.102, 0.079, 0.023, 0.129, -0.025, -0.380, -0.251, 0.008, -0.024, 0.105, -0.027, 0.119, 0.108, -0.238, 0.103, 0.068, 0.087, -0.223, 1.635, 0.152], "homo_energy_ha": [-0.474, -0.474], "orbital_gap_ev": [6.057, 6.057], "energy_ev": -68707.8747, "multiplicity": 1, "total_charge": 2, "de_lowest_kj_mol": 60.1}

{"formula": "C3H4N2OS", "method": "ωB97M-V with the def2-TZVPD basis set", "species": ["C", "H", "H", "N", "H", "O", "C", "S", "N", "H", "C"], "coordinates": [[0.223, -0.414, 0.029], [0.949, -2.261, 0.723], [0.716, -0.953, 1.894], [-0.821, 0.651, -2.173], [-0.723, 0.664, -3.167], [-2.109, 1.163, 0.753], [-1.040, 1.639, 0.796], [-0.321, -0.596, -1.467], [0.018, 2.144, 0.758], [2.065, -0.865, 0.914], [1.043, -1.172, 0.939]], "forces_ev_per_angstrom": [[-0.1, 1.8, -1.5], [0.0, 0.6, 0.2], [-0.8, 0.0, 2.3], [0.0, 0.9, 0.9], [-0.3, -0.6, -0.7], [-1.7, -0.2, 0.5], [-3.0, -1.9, -0.6], [0.7, 0.0, 0.6], [4.6, 0.1, -0.4], [0.9, 0.1, -0.4], [-0.2, -0.8, -0.9]], "nbo_charge": [-0.051, 0.272, 0.255, -1.011, 0.398, -0.581, 0.646, 1.055, -0.503, 0.255, -0.734], "homo_energy_ha": [-0.348, -0.347], "orbital_gap_ev": [6.669, 6.658], "energy_ev": -19032.1426, "multiplicity": 1, "de_lowest_kj_mol": 666.3}

{"formula": "C4H10O2", "method": "ωB97M-V with the def2-TZVPD basis set", "species": ["H", "O", "C", "H", "C", "C", "H", "O", "C", "H", "H", "H", "H", "H", "H", "H"], "coordinates": [[2.172, -0.776, 1.775], [-2.181, 0.664, -0.157], [1.889, -0.032, 1.024], [0.840, 0.595, -1.537], [0.602, -0.459, 0.331], [-1.264, 0.404, -1.221], [0.201, 1.597, -0.235], [-0.360, -0.716, 1.336], [0.147, 0.598, -0.686], [-1.198, -0.307, 1.067], [-1.398, -0.618, -1.602], [0.793, -1.398, -0.217], [-3.061, 0.372, -0.423], [-1.445, 1.103, -2.048], [2.719, 0.086, 0.318], [1.724, 0.918, 1.542]], "forces_ev_per_angstrom": [[0.0, 0.1, -0.1], [-0.3, 0.0, 0.0], [0.0, 0.0, 0.0], [-0.1, 0.0, 0.2], [0.3, 0.0, -0.2], [0.2, -0.1, -0.3], [0.0, -0.1, 0.0], [-0.2, 0.1, 0.1], [0.0, 0.0, 0.0], [0.1, -0.1, 0.1], [0.0, 0.1, 0.1], [-0.1, 0.1, 0.0], [0.1, 0.1, 0.1], [0.0, -0.1, 0.1], [-0.1, 0.0, 0.1], [0.0, -0.1, -0.1]], "nbo_charge": [0.220, -0.740, -0.617, 0.218, 0.103, -0.067, 0.210, -0.744, -0.448, 0.492, 0.166, 0.147, 0.480, 0.171, 0.202, 0.206], "homo_energy_ha": -0.360, "orbital_gap_ev": 10.559, "energy_ev": -8404.9222, "smiles": "C[C@@H](O)CCO", "multiplicity": 1, "de_lowest_kj_mol": 60.3}

{"formula": "C33H50F10N4O12PS", "method": "ωB97M-V with the def2-TZVPD basis set", "species": ["N", "C", "C", "C", "N", "O", "C", "H", "H", "H", "C", "O", "H", "H", "H", "F", "H", "H", "O", "C", "O", "C", "H", "P", "H", "H", "H", "O", "C", "H", "H", "H", "C", "H", "F", "F", "H", "C", "H", "F", "H", "O", "F", "C", "H", "H", "H", "H", "C", "C", "S", "C", "H", "N", "O", "H", "C", "H", "N", "H", "C", "C", "C", "C", "O", "H", "H", "H", "F", "H", "H", "C", "O", "F", "H", "C", "H", "C", "C", "C", "C", "H", "H", "H", "H", "C", "C", "C", "O", "H", "C", "H", "C", "O", "O", "H", "H", "H", "C", "H", "H", "C", "H", "H", "H", "F", "C", "F", "F", "H", "H"], "coordinates": [[-4.149, -2.433, -0.120], [-3.082, -5.790, -0.351], [0.442, 4.133, 0.755], [5.598, 5.206, 2.500], [-1.926, -5.440, -1.202], [-4.138, -0.087, -2.037], [6.478, 6.357, 2.941], [-7.961, -0.728, 3.779], [4.781, 6.558, 0.489], [-5.388, 1.606, -0.117], [-0.333, -0.417, 0.526], [-0.225, -7.755, -0.469], [5.035, -0.120, -4.188], [-3.090, -2.460, -2.360], [-7.682, 0.511, 2.537], [5.257, -8.924, 0.797], [6.367, 6.533, 4.015], [0.115, 4.349, 1.848], [-5.539, 1.296, -3.060], [-7.310, 0.095, 3.477], [-3.850, -6.754, -0.624], [0.381, 0.327, -0.751], [4.079, 7.979, 1.309], [-2.847, -2.101, -0.994], [-5.209, 0.766, 5.501], [1.642, 2.242, -1.091], [-7.632, 3.928, -2.731], [5.048, 1.532, -2.096], [6.337, 2.552, -3.891], [3.125, 7.002, 0.167], [4.504, -1.476, 1.759], [5.700, 4.983, 1.435], [3.331, -8.281, -0.610], [-7.030, 2.045, -4.226], [5.549, -7.200, -0.688], [4.288, -6.924, 1.322], [-6.448, 3.377, -1.532], [-4.424, 1.576, 3.633], [-2.613, -0.673, -0.960], [3.069, -5.925, -1.425], [-5.894, 3.943, -3.098], [4.226, 5.444, 2.849], [2.704, -9.321, 0.127], [-4.863, 1.702, 5.065], [-5.482, -0.831, 4.227], [-0.424, 0.542, -1.537], [7.528, 6.143, 2.728], [3.578, 0.833, -4.577], [-0.181, -1.993, 0.305], [3.592, -1.650, 1.068], [0.856, -6.819, -0.006], [6.327, 1.553, -2.752], [0.256, -0.105, 1.479], [1.325, -4.111, 0.670], [1.153, -7.189, 1.446], [7.054, 1.862, -1.997], [-1.252, -2.928, -0.391], [-1.416, -0.067, 0.687], [-0.177, 5.103, -0.205], [5.615, 2.286, -4.666], [3.356, 6.135, 2.087], [-1.005, -4.471, -0.570], [4.003, 0.785, -2.492], [3.884, 6.966, 0.952], [3.018, 0.690, -1.785], [-7.601, 1.407, -2.701], [-7.385, 0.887, 4.226], [1.588, 4.157, 0.645], [-3.680, -4.781, -2.935], [1.811, 1.482, 0.652], [0.210, 4.934, -1.158], [4.035, 0.154, -3.855], [2.176, 6.144, 2.363], [1.785, -7.576, -2.376], [3.729, -1.713, -0.070], [-2.308, -5.062, -2.574], [6.622, 0.550, -3.071], [0.357, -5.024, 0.029], [2.341, -7.117, -1.120], [-0.087, 2.631, 0.363], [1.123, -2.687, 0.841], [-4.006, 2.019, 5.662], [-4.475, -1.532, 0.268], [6.206, 7.287, 2.438], [-1.205, 5.006, -0.223], [2.287, -1.860, 1.607], [-6.692, 3.389, -2.597], [-5.134, 0.614, -1.981], [-3.588, 2.325, 3.173], [5.897, 4.300, 3.035], [-5.864, 0.802, -0.684], [1.186, -0.362, -1.196], [-5.883, -0.385, 3.314], [-1.464, -4.937, -3.498], [-5.034, 0.675, 2.840], [-0.553, 2.205, 1.337], [-6.925, 1.012, -0.804], [-0.958, 2.735, -0.402], [-6.796, 1.986, -3.160], [-5.800, -0.126, -0.113], [-5.853, -1.167, 2.550], [4.605, -7.773, 0.230], [6.061, 3.546, -3.528], [7.328, 2.607, -4.346], [3.460, -0.774, -3.820], [2.485, -4.629, 1.131], [1.096, 1.697, -0.227], [-3.366, -5.093, 0.869], [3.859, -8.906, -1.804], [2.023, -1.470, 2.651], [-5.649, 2.457, 5.135]], "forces_ev_per_angstrom": [[1.3, 0.3, -0.3], [-5.0, -4.7, 0.7], [-0.9, -1.2, -0.5], [0.2, 0.2, 0.0], [-2.0, 2.7, 1.1], [-0.9, 0.9, -0.8], [0.0, 0.2, 0.0], [0.1, 0.0, 0.0], [0.1, 0.1, 0.2], [0.0, -0.1, 0.0], [0.8, -0.3, -0.1], [2.8, 3.6, -0.3], [0.0, 0.2, -0.1], [1.0, -0.1, 0.5], [0.0, -0.1, 0.0], [-1.9, 3.2, -1.6], [0.0, -0.1, -0.1], [0.8, -0.1, -2.0], [0.5, -0.7, -0.1], [-0.1, 0.2, 0.1], [4.4, 5.3, 0.9], [0.6, 0.1, 0.6], [0.0, -0.1, 0.0], [-2.2, 1.3, 1.0], [-0.2, 0.1, -0.1], [-1.0, -1.0, 1.6], [0.1, -0.1, 0.0], [-0.3, -0.2, 0.6], [-0.2, 0.1, -0.1], [-0.1, 0.1, 0.3], [-1.9, 0.4, -1.3], [-0.1, 0.1, 0.0], [0.8, -2.6, -0.6], [0.3, -0.2, 0.1], [-2.8, -1.0, 2.9], [0.8, -1.9, -3.3], [-0.1, 0.0, 0.0], [0.4, 0.9, 0.1], [0.9, -1.5, -0.3], [-1.7, -2.7, 1.1], [-0.1, -0.1, 0.0], [-0.2, -0.5, 0.2], [1.1, 3.0, -1.8], [0.3, -0.4, 0.5], [0.0, 0.1, 0.0], [1.2, -0.2, 1.1], [-0.1, 0.0, 0.0], [0.1, -0.1, 0.1], [0.0, -3.6, 0.1], [-2.8, -0.9, 0.7], [-3.6, -5.2, 5.2], [0.2, 0.2, -0.3], [-1.0, -0.8, -1.6], [-3.6, 1.9, -1.5], [0.5, 2.4, -4.5], [-0.3, -0.1, 0.1], [3.2, -1.2, 0.8], [1.7, -0.9, -0.3], [0.7, -0.2, 0.1], [0.1, 0.0, 0.0], [-0.9, 0.5, 0.1], [4.1, 2.1, 2.3], [-0.4, 0.1, -0.1], [0.1, -0.2, -0.7], [1.5, -0.1, -0.5], [0.2, 0.0, 0.1], [0.0, -0.1, 0.0], [-1.8, 0.2, 0.4], [3.4, -1.2, 2.2], [-0.8, 0.2, -1.6], [-0.7, 0.1, 1.1], [0.2, -0.6, -0.1], [1.2, -0.3, 0.1], [1.3, 1.4, 3.4], [0.0, -0.3, 1.9], [2.2, 0.9, -5.5], [-0.1, 0.0, 0.0], [-1.3, 2.8, -1.0], [0.6, 0.2, -3.9], [0.2, 0.3, 0.6], [-0.9, 0.7, -0.7], [-0.1, 0.2, -0.2], [0.3, -0.8, 0.0], [0.1, -0.1, -0.1], [1.0, 0.0, 0.0], [1.9, -0.4, -1.2], [0.2, 0.1, 0.2], [0.0, 0.2, 0.0], [-0.7, -0.9, -0.1], [-0.3, 0.1, 0.0], [-0.4, -0.4, 0.2], [-1.4, 1.0, 0.6], [-0.3, 0.0, 0.1], [-3.9, -0.6, 5.2], [0.4, -0.2, -0.5], [0.8, 0.3, -1.7], [0.1, 0.2, 0.0], [1.5, -0.2, 1.2], [-0.3, 0.4, 0.1], [0.1, 0.2, 0.0], [0.2, 0.2, 0.0], [2.6, -1.0, 1.0], [0.1, -0.1, 0.0], [-0.1, 0.0, 0.1], [-0.1, 0.3, 0.0], [-0.9, 0.1, -0.4], [-2.0, 0.2, 0.3], [2.0, -1.2, -3.4], [-1.3, 1.8, 3.1], [0.3, -1.1, -1.5], [0.1, -0.1, 0.0]], "lowdin_charge": [-0.255, -0.294, -0.265, -0.236, 0.086, -0.033, -0.066, 0.087, 0.069, 0.108, -0.161, -0.261, 0.075, 0.039, 0.080, 0.097, 0.087, 0.122, 0.019, -0.059, 0.151, -0.172, 0.100, 0.786, 0.073, 0.114, 0.087, 0.007, -0.061, 0.092, 0.103, 0.110, -0.203, 0.128, 0.092, 0.102, 0.070, -0.527, 0.034, 0.059, 0.088, -0.005, 0.104, 0.012, 0.117, 0.117, 0.082, 0.104, -0.026, 0.058, 0.869, -0.224, 0.122, -0.002, -0.293, 0.125, -0.089, 0.113, -0.047, 0.070, -0.525, -0.060, -0.492, 0.011, 0.035, 0.117, 0.071, 0.106, 0.055, 0.121, 0.069, 0.020, 0.087, 0.053, 0.087, -0.307, 0.115, -0.024, -0.290, -0.204, 0.016, 0.096, -0.050, 0.069, 0.063, -0.086, -0.061, -0.478, 0.086, 0.121, 0.027, 0.091, -0.230, 0.137, -0.026, 0.103, 0.081, 0.112, -0.217, 0.067, 0.113, -0.280, 0.087, 0.088, 0.093, 0.083, -0.205, 0.055, 0.088, 0.127, 0.102], "homo_energy_ha": -0.378, "orbital_gap_ev": 4.737, "energy_ev": -112838.6321, "multiplicity": 1, "total_charge": 1}